Entry 1:
12
Properties=species:S:1:pos:R:3:mulliken_charge:R:1 method="wB97M-V/def2-TZVPD" homo_lumo_gap_ev="8.03 / 8.28" homo_energy_ev="-8.80 / -9.07" charge=0 e_lumo_ev="-0.77 / -0.79" multiplicity=1
C -0.35 1.23 -2.68 0.669
C 0.76 0.28 0.80 -0.456
C 0.15 -1.17 1.19 -0.423
C -0.58 0.87 0.49 0.120
N -1.25 -1.14 0.68 -0.325
N -1.44 -0.04 0.08 -0.144
O -0.82 0.68 -3.55 -0.307
O 0.03 1.74 -1.75 -0.357
H 1.24 0.64 1.65 0.293
H 1.41 0.13 0.06 0.304
H 0.76 -1.90 0.77 0.341
H 0.09 -1.31 2.26 0.286

***

Entry 2:
55
Properties=species:S:1:pos:R:3:mulliken_charge:R:1 method="wB97M-V/def2-TZVPD" homo_lumo_gap_ev=9.73 homo_energy_ev=-9.21 charge=0 e_lumo_ev=0.52 multiplicity=1
C 1.16 -0.43 -1.44 -0.437
C -0.09 0.24 -1.65 -0.130
C -1.59 0.88 -2.01 -0.259
Si -2.85 -0.58 -1.61 0.520
F -2.24 -1.35 -0.13 -0.254
H 1.96 -1.31 -1.49 0.320
H -1.64 1.16 -3.15 0.331
H -1.81 1.77 -1.28 0.119
H -2.91 -1.48 -2.77 -0.073
H -4.14 0.02 -1.31 -0.113
C -6.14 5.68 -4.28 -1.095
C -6.79 4.51 -3.56 -0.170
O -5.85 3.81 -2.75 -0.319
C -5.49 4.42 -1.59 0.673
O -5.91 5.50 -1.19 -0.561
O -4.58 3.64 -0.96 -0.248
C -4.04 4.23 0.22 -0.724
H -5.27 5.35 -4.85 0.287
H -6.84 6.17 -4.95 0.358
H -5.78 6.43 -3.56 0.314
H -7.16 3.80 -4.31 0.289
H -7.66 4.83 -2.97 0.305
H -4.83 4.52 0.92 0.340
H -3.42 5.10 -0.04 0.332
H -3.41 3.49 0.71 0.208
C -1.76 -1.96 2.66 -1.100
C -0.35 -1.58 2.24 0.034
O 0.54 -1.58 3.36 -0.364
C 0.92 -2.80 3.81 0.721
O 0.56 -3.88 3.35 -0.563
O 1.73 -2.63 4.88 -0.339
C 2.10 -3.85 5.52 -0.638
H -2.11 -1.31 3.47 0.297
H -2.45 -1.87 1.82 0.314
H -1.80 -2.98 3.04 0.319
H -0.36 -0.55 1.85 0.259
H 0.02 -2.23 1.44 0.242
H 2.56 -4.55 4.81 0.285
H 1.23 -4.30 6.00 0.296
H 2.84 -3.62 6.29 0.232
C 7.23 -0.74 -1.97 -1.057
C 7.48 -2.21 -1.68 -0.169
O 7.29 -2.50 -0.29 -0.367
C 6.00 -2.56 0.13 0.722
O 5.01 -2.38 -0.57 -0.552
O 5.99 -2.81 1.46 -0.332
C 4.69 -2.78 2.05 -0.624
H 7.85 -0.11 -1.32 0.288
H 7.45 -0.50 -3.01 0.352
H 6.19 -0.47 -1.77 0.292
H 8.53 -2.44 -1.91 0.288
H 6.86 -2.86 -2.30 0.296
H 4.01 -3.46 1.53 0.288
H 4.30 -1.76 2.04 0.314
H 4.78 -3.11 3.09 0.253

***

Entry 3:
85
Properties=species:S:1:pos:R:3:mulliken_charge:R:1 method="wB97M-V/def2-TZVPD" homo_lumo_gap_ev="4.91 / 4.92" homo_energy_ev="-8.86 / -8.86" charge=+1 e_lumo_ev="-3.96 / -3.94" multiplicity=1
La 0.11 1.04 -1.00 1.350
C -0.95 -1.65 1.02 0.348
C 0.36 -1.86 0.50 0.091
C 0.53 -0.39 2.25 1.057
C -0.85 -0.73 2.09 0.410
C 1.26 -1.08 1.27 0.292
C -2.21 -2.31 0.53 -1.465
H -2.22 -2.42 -0.58 0.226
H -3.10 -1.72 0.81 0.325
H -2.32 -3.32 0.94 0.278
C -1.96 -0.26 2.98 -1.398
H -2.94 -0.68 2.67 0.369
H -2.05 0.85 2.95 0.097
H -1.79 -0.55 4.03 0.305
C 1.07 0.42 3.37 -1.711
H 1.46 -0.23 4.18 0.330
H 0.31 1.06 3.82 0.412
H 1.90 1.04 3.05 0.371
C 2.73 -1.04 1.10 -1.477
H 3.23 -1.87 1.62 0.345
H 3.17 -0.12 1.49 0.318
H 3.06 -1.14 0.04 0.252
C 0.74 -2.76 -0.63 -0.962
H 1.35 -3.60 -0.29 0.410
H 1.35 -2.23 -1.39 -0.055
H -0.13 -3.18 -1.13 0.416
C -1.53 1.91 -4.83 -0.087
C -1.97 0.56 -5.12 -0.653
C -1.30 -0.21 -6.24 -1.185
C 0.25 -0.24 -6.32 -1.514
C 0.98 0.03 -5.09 -0.824
C 1.52 1.30 -4.70 0.530
C 0.86 2.56 -5.49 -0.394
C -0.60 2.61 -5.78 -1.838
H -1.69 0.20 -7.18 0.499
H 0.56 0.42 -7.14 0.307
H -1.69 -1.23 -6.16 0.466
H -0.79 2.22 -6.77 0.373
H -2.13 2.64 -4.29 0.848
H -3.00 0.18 -5.01 0.917
H -0.86 3.67 -5.76 0.526
H 1.16 3.43 -4.91 0.133
H 2.70 1.45 -4.80 0.169
H 1.38 2.66 -6.44 0.335
H 0.47 -1.27 -6.62 0.438
H 1.19 -0.82 -4.44 0.800
P -2.35 0.22 -3.00 0.718
C -3.84 1.30 -3.01 -1.257
C -1.70 -1.41 -3.36 -0.281
P 2.23 1.43 -2.99 0.581
C -0.99 1.43 -3.06 0.313
C 3.18 -0.10 -2.77 -1.120
C 2.81 3.13 -2.93 -1.043
H -3.88 2.03 -2.18 0.306
H -4.66 0.60 -2.90 0.416
H -3.95 1.85 -3.95 0.486
H -0.76 -1.41 -3.84 0.238
H -2.45 -1.81 -3.98 0.642
H -1.65 -1.93 -2.43 -0.716
H 2.35 3.69 -3.75 0.393
H 3.91 3.15 -3.07 0.405
H 2.53 3.63 -1.99 0.265
H -0.97 2.48 -2.65 1.098
H -0.12 0.92 -3.48 -1.586
H 3.74 -0.16 -1.82 0.339
H 3.88 -0.17 -3.63 0.507
H 2.55 -1.02 -2.82 0.199
O -1.30 2.40 0.69 -0.915
C -0.21 2.94 1.14 1.105
O 0.88 2.69 0.44 -0.910
C -0.12 3.79 2.38 -0.175
C 1.11 4.27 2.87 -0.115
C 1.21 5.07 4.07 -0.518
C 0.04 5.30 4.83 0.013
C -1.20 4.74 4.43 -0.497
C -1.23 4.01 3.20 -0.084
N -2.39 4.95 5.25 0.932
O -2.30 5.73 6.25 -0.547
O -3.45 4.38 4.93 -0.557
N 2.45 5.67 4.51 0.949
O 3.50 5.46 3.86 -0.567
O 2.46 6.41 5.54 -0.552
H 2.01 4.02 2.33 0.639
H 0.09 5.96 5.71 0.578
H -2.20 3.60 2.93 0.539

***

Entry 4:
12
Properties=species:S:1:pos:R:3:mulliken_charge:R:1 method="wB97M-V/def2-TZVPD" homo_lumo_gap_ev="8.57 / 7.86" homo_energy_ev="-8.69 / -8.49" charge=0 e_lumo_ev="-0.12 / -0.63" multiplicity=1
C -0.56 -0.03 -0.72 -0.345
C -0.83 1.43 -0.89 0.173
C 0.22 2.03 -1.80 0.098
C 0.33 -0.39 0.32 -1.134
Cl -2.42 1.76 -1.62 -0.180
Cl 1.72 2.09 -0.95 -0.124
Cl 0.21 1.49 -3.43 -0.112
H -0.58 -0.81 -1.57 0.282
H -1.00 2.10 -0.04 0.350
H 0.33 0.29 1.14 0.325
H 1.43 -0.43 -0.17 0.210
H -0.03 -1.22 0.75 0.459